C34H74FN5O17P3 | wB97M-V/def2-TZVPD

For the LUMO energy, the calculation gives -2.43 eV. Its charge is +1. As for the orbital gap: 9.28 eV.

```
134
Properties=species:S:1:pos:R:3:mulliken_charge:R:1
C -1.90237 7.18415 2.77404 -1.38
C -1.94014 6.56243 1.35967 0.52
O -0.64785 6.43872 0.79366 -0.47
C -0.78544 5.78500 -0.46118 0.61
C 0.50137 5.84478 -1.30029 -0.97
O 1.15278 4.60327 -1.47541 -0.40
C 0.42378 3.70249 -2.28602 -0.56
C 0.72762 2.24179 -1.87048 -0.52
O -0.53734 1.57576 -1.78569 0.37
C -0.42914 0.21609 -1.42564 -1.55
N -1.35740 -0.19312 -0.36033 0.85
C -0.85273 0.34393 0.87294 -1.11
N 0.08046 -0.30724 1.49710 0.79
C 0.60742 -1.59607 1.06194 -0.93
C 0.08267 -2.69939 2.02957 -0.92
C -1.27895 -3.28928 1.59417 -0.06
C -2.05113 -3.66098 2.87729 -0.89
O -2.65647 -2.45460 3.38935 -0.32
C -2.35159 -2.16447 4.67880 0.12
O -2.58429 -1.07096 5.09963 -0.43
C 0.66748 0.28402 2.76780 -1.05
N 1.88577 -0.27786 3.21659 -0.11
C 3.08703 0.17799 2.49906 -0.79
N -1.53198 1.49766 1.07040 1.25
C -1.46829 2.36607 2.24545 -0.71
C -0.39787 3.45321 2.13373 -0.83
N 0.60231 3.33253 1.37189 -0.17
C -2.93202 1.38903 0.57387 0.70
C -3.98164 0.78079 1.54027 -0.30
C -4.82498 1.79197 2.35440 -0.53
F -4.51585 1.68431 3.70051 -0.36
C -3.25046 2.70324 -0.18665 1.80
P -4.96984 2.95305 -0.79684 0.86
O -4.95536 3.50054 -2.17330 -0.83
O -5.67225 4.06400 0.15033 -0.58
O -5.83752 1.59910 -0.80013 -0.62
C -2.75987 0.23005 -0.49675 -1.91
O -3.13869 0.49910 -1.81102 -0.13
H -2.49898 8.10458 2.80471 0.34
H -0.89468 7.41606 3.12959 0.30
H -2.40221 6.50319 3.47655 0.36
H -2.39710 5.55628 1.45226 -0.47
H -2.61367 7.17133 0.73572 0.47
H -1.17999 4.75863 -0.36332 -0.41
H -1.56603 6.33394 -1.02400 0.52
H 0.32711 6.37076 -2.25303 0.31
H 1.20932 6.48237 -0.74952 0.36
H 0.73332 3.87625 -3.33204 0.38
H -0.66697 3.84169 -2.26638 0.33
H 1.36715 1.79604 -2.64685 0.38
H 1.19211 2.24262 -0.87513 0.11
H 0.61454 -0.00852 -1.16056 0.64
H -0.66973 -0.39564 -2.31001 0.32
H 1.69965 -1.64534 1.07965 0.49
H 0.29129 -1.89024 0.06094 0.55
H 0.84430 -3.47353 2.19258 0.56
H -0.06559 -2.23567 3.01874 0.34
H -1.87453 -2.60104 0.98455 -0.15
H -1.10654 -4.24631 1.08192 0.41
H -2.76625 -4.47805 2.73105 0.44
H -1.32986 -4.01527 3.62991 0.42
H -1.90130 -2.90920 5.35936 0.40
H -0.08901 0.20743 3.56067 -0.10
H 0.86230 1.34245 2.55638 0.56
H 1.86129 -1.26560 3.41214 0.30
H 3.59916 1.03314 2.95074 0.31
H 3.78050 -0.66235 2.38083 0.34
H 2.77515 0.45399 1.47439 0.12
H -2.40825 2.90197 2.42030 0.34
H -1.26634 1.86151 3.20127 0.55
H -0.56461 4.36846 2.72150 0.49
H 1.16381 4.18303 1.45249 0.25
H -4.68440 0.11465 1.03426 0.64
H -3.43723 0.16568 2.27693 -0.07
H -4.65852 2.84059 2.06281 0.22
H -5.89295 1.60224 2.18386 0.36
H -3.02420 3.59632 0.41561 -1.07
H -2.61753 2.79382 -1.07918 0.04
H -5.48442 4.92456 -0.24922 0.41
H -5.69459 1.13581 -1.63591 0.38
H -3.29882 -0.70130 -0.26022 0.59
H -3.47141 -0.30058 -2.23144 0.42
O 6.03810 -3.12469 3.66797 -0.78
P 6.31176 -4.59253 3.86180 1.17
O 5.02663 -5.26453 3.08403 -0.34
C 5.02535 -5.28348 1.65820 -0.24
C 5.97592 -6.32910 1.10168 -1.07
O 5.74804 -4.68316 5.41149 -0.38
C 5.71727 -3.52286 6.24844 -0.36
C 4.35718 -2.86793 6.23063 -0.96
O 7.03229 -6.06910 4.16599 -0.28
C 8.46453 -6.08866 4.37104 -0.32
C 8.87017 -5.35906 5.63753 -1.03
H 5.27434 -4.28900 1.27243 0.27
H 4.00427 -5.51278 1.34944 0.30
H 7.01573 -6.06322 1.30929 0.24
H 5.85968 -6.41943 0.02074 0.41
H 5.79194 -7.29951 1.56142 0.27
H 6.49014 -2.81079 5.95884 0.36
H 5.95522 -3.85831 7.26006 0.38
H 4.03536 -2.65291 5.21042 0.07
H 4.36611 -1.93445 6.79608 0.38
H 3.60575 -3.53020 6.66470 0.30
H 8.96196 -5.65498 3.49987 0.30
H 8.75807 -7.13576 4.43164 0.35
H 8.66975 -4.28575 5.55751 0.28
H 9.93573 -5.48802 5.82815 0.42
H 8.30759 -5.73016 6.49349 0.24
O -2.30390 1.46534 -7.71754 -0.76
P -2.27996 -0.00656 -7.45328 1.07
O -3.54061 -0.60168 -8.29879 -0.33
C -3.46533 -0.61626 -9.72721 -0.33
C -2.54214 -1.70887 -10.23725 -0.93
O -2.90177 -0.06479 -5.93231 -0.36
C -2.92744 1.09676 -5.10044 0.63
C -4.28510 1.76119 -5.14582 -1.15
O -1.58168 -1.50168 -7.21097 -0.31
C -0.15835 -1.53756 -6.98341 -0.46
C 0.22758 -0.87473 -5.67259 -0.94
H -3.14525 0.36391 -10.09178 0.29
H -4.47769 -0.78911 -10.09017 0.33
H -1.50197 -1.49906 -9.97285 0.21
H -2.60517 -1.78891 -11.32297 0.41
H -2.80129 -2.67023 -9.79411 0.25
H -2.13025 1.78983 -5.37173 0.42
H -2.72650 0.77173 -4.07943 -0.47
H -4.59138 1.97850 -6.16906 0.37
H -4.27094 2.69120 -4.57615 0.29
H -5.04902 1.10361 -4.72277 0.24
H 0.35673 -1.06129 -7.82159 0.32
H 0.13182 -2.58757 -6.97055 0.37
H 0.03139 0.20154 -5.70044 0.23
H 1.29004 -1.01796 -5.46989 0.53
H -0.35324 -1.28886 -4.84744 0.21
```

CH4N2O | wB97M-V/def2-TZVPD

For the LUMO energy, the calculation gives 0.48 eV. As for the energy above the lowest of the compared OMol25 structures with the same formula, charge and spin: 61.98 kcal/mol. As for the SMILES: NC(N)=O. Its charge is 0. As for the orbital gap: 10.06 eV.

```
8
Properties=species:S:1:pos:R:3:mulliken_charge:R:1
N -1.24421 -0.06501 -0.16617 -0.39
C -0.00575 0.44308 -0.07421 0.49
N 1.10101 -0.32266 -0.28747 -0.60
O 0.27860 1.65821 -0.17328 -0.60
H -1.51689 -0.98215 -0.41755 0.21
H -1.93274 0.62795 0.41853 0.29
H 2.15814 -0.07537 0.37243 0.34
H 1.16184 -1.28407 0.32771 0.26
```

C37H28BeF8O5P2S2Te | wB97M-V/def2-TZVPD

For the LUMO energy, the calculation gives -0.29 eV. Its charge is 0. As for the orbital gap: 8.73 eV.

```
84
Properties=species:S:1:pos:R:3:mulliken_charge:R:1
Be 1.16981 0.37976 -0.63155 2.10
O 1.49442 0.84307 3.91024 -0.85
S 0.95094 0.34547 2.62522 1.31
C 0.69058 -1.42421 2.82541 0.04
C 0.80994 -1.92466 4.11112 -0.68
C 0.59251 -3.27290 4.34169 -0.94
C 0.25301 -4.10997 3.28739 -0.90
C 0.16717 -3.60217 2.00189 -0.48
C 0.41477 -2.25277 1.74466 -0.58
P 0.32470 -1.67884 0.01039 2.55
C 1.41601 -2.79286 -0.92305 1.22
C 2.24486 -3.73223 -0.31714 -0.79
C 3.12807 -4.47655 -1.08356 -0.82
C 3.19951 -4.28398 -2.45363 -0.74
C 2.39389 -3.33198 -3.06217 -1.14
C 1.51337 -2.58155 -2.30163 -0.78
C -1.40334 -2.13963 -0.39228 0.67
C -1.76653 -2.65642 -1.63221 -0.79
C -3.09400 -2.95614 -1.90437 -0.64
C -4.07174 -2.74125 -0.94529 -0.75
C -3.71853 -2.22181 0.29242 -0.38
C -2.39346 -1.92135 0.56786 -0.81
C -0.79655 0.79792 2.67003 0.27
C -1.47957 0.61236 3.86732 -0.53
C -2.74789 1.13270 4.02481 -0.90
C -3.32132 1.87624 2.99804 -0.94
C -2.63683 2.06333 1.81311 -0.37
C -1.37053 1.50009 1.61631 0.06
P -0.51381 1.77279 0.01630 0.85
C -0.15113 3.54857 0.09733 0.63
C 1.00237 3.90258 0.79688 -0.17
C 1.33559 5.23689 0.95644 -0.76
C 0.52636 6.22262 0.40746 -0.61
C -0.61754 5.87289 -0.29464 -0.81
C -0.96092 4.53707 -0.44998 -0.36
C -1.83295 1.53740 -1.21981 0.56
C -1.64009 2.09301 -2.48268 -0.86
C -2.55228 1.86776 -3.49960 -0.94
C -3.66652 1.07204 -3.27260 -0.93
C -3.86104 0.50395 -2.02331 -0.64
C -2.95046 0.73393 -1.00124 -0.65
H 1.09233 -1.24477 4.90554 0.68
H 0.68952 -3.67090 5.34347 0.45
H 0.06974 -5.16195 3.46222 0.45
H -0.08906 -4.26150 1.18099 0.65
H 2.24236 -3.85808 0.75711 0.41
H 3.78066 -5.19097 -0.59956 0.42
H 3.90157 -4.85696 -3.04515 0.39
H 2.46898 -3.14912 -4.12592 0.46
H 0.93426 -1.80363 -2.77925 0.43
H -1.01748 -2.84282 -2.38832 0.43
H -3.36037 -3.36423 -2.87070 0.46
H -5.10510 -2.98260 -1.15878 0.43
H -4.47323 -2.05522 1.05052 0.38
H -2.13278 -1.52335 1.54177 0.35
H -0.99155 0.08891 4.67954 0.48
H -3.28156 0.98720 4.95501 0.44
H -4.30013 2.31886 3.12928 0.45
H -3.08339 2.65625 1.02546 0.52
H 1.64993 3.13444 1.20797 0.23
H 2.23279 5.50503 1.49818 0.47
H 0.79169 7.26539 0.52291 0.40
H -1.24676 6.64073 -0.72569 0.44
H -1.85722 4.27198 -0.99584 0.40
H -0.77758 2.70992 -2.67818 0.68
H -2.38342 2.31142 -4.47206 0.49
H -4.37671 0.89127 -4.06913 0.42
H -4.71947 -0.12841 -1.83662 0.52
H -3.11495 0.26566 -0.04128 0.51
F 3.68020 0.20143 -2.96417 -0.43
Te 2.20963 1.20777 -3.44016 2.12
F 1.83841 -0.08176 -4.71980 -0.47
F 3.35045 2.01679 -4.64886 -0.36
F 2.57744 2.64203 -2.31038 -0.49
F 0.86592 2.24109 -4.21517 -0.44
O 1.08400 0.42410 -2.23073 -0.98
F 4.85020 2.07917 -0.02233 -0.19
C 4.87247 1.17541 0.95537 0.67
F 6.12366 0.76574 1.13944 -0.21
F 4.43501 1.74930 2.07624 -0.21
S 3.81446 -0.27300 0.52866 1.07
O 4.55318 -1.04334 -0.41544 -0.62
O 3.45826 -0.88056 1.78030 -0.66
O 2.66281 0.47205 -0.07803 -0.35
```

Question: Which value of orbital gap does entry 2 give?
Answer: 10.06 eV